# C6H9N3O5

A single C6H9N3O5 molecule in a non-equilibrium geometry (ωB97M-V with the def2-TZVPD basis set, OMol25).

Computed properties:
Calculated total energy   -774.5050 hartree
Frontier orbital gap   9.94 eV
SMILES string   O=CCCN1C(=O)NC(=O)NC1(O)O
Net charge   0

Structure (XYZ):
```
23
Properties=species:S:1:pos:R:3:mulliken_charge:R:1
O -2.81 1.22 -0.51 -0.5882
C -2.89 0.28 0.27 -0.0420
C -2.18 -1.02 0.15 -0.5125
C -1.00 -0.89 -0.79 -0.9669
N 0.23 -0.38 -0.26 0.1051
C 1.15 -1.33 0.42 0.3805
O 0.81 -2.50 0.42 -0.6132
N 2.41 -0.85 0.62 -0.1180
C 2.88 0.26 -0.10 0.3592
O 4.05 0.25 -0.40 -0.6635
N 2.09 1.27 -0.33 -0.3091
C 0.43 1.03 0.07 0.4641
O 0.25 1.13 1.36 -0.4698
O -0.11 2.02 -0.66 -0.5595
H -3.69 0.38 0.95 0.5261
H -2.93 -1.64 -0.25 0.3830
H -1.91 -1.34 1.19 0.3128
H -1.11 -0.21 -1.69 0.5171
H -0.68 -1.93 -1.26 0.3633
H 3.26 -1.37 0.79 0.3303
H 2.18 1.78 -1.17 0.2262
H 0.64 1.98 1.76 0.4257
H -1.05 1.85 -0.57 0.4494
```